Entry a
ORCA calculation (ωB97M-V/def2-TZVPD) on the molecule C6H7N.

Computed properties:
LUMO energy   0.417 eV
HOMO level   -8.16 eV
Kohn-Sham gap   8.575 eV

Each line ends with the Löwdin charge.
Positions of all 14 atoms, in Å:
C  -0.63  0.02  -0.89  -0.117
C  0.67  -0.38  1.20  -0.095
C  -0.11  0.44  0.32  -0.267
C  0.54  -1.85  -1.77  0.018
C  1.30  -1.32  1.59  0.142
C  -0.51  1.86  0.74  -0.057
N  -0.52  -1.28  -1.28  -0.144
H  -1.02  0.79  -1.55  0.124
H  1.24  -1.03  -1.94  0.000
H  2.01  -1.96  2.08  0.042
H  0.24  2.61  0.42  0.091
H  -1.43  2.12  0.16  0.081
H  -0.58  1.88  1.79  0.057
H  -1.20  -1.90  -0.85  0.125



Entry b
ORCA calculation (ωB97M-V/def2-TZVPD) on a structure of composition C6H7N.

Computed properties:
LUMO energy   0.253 eV
HOMO level   -8.74 eV
Kohn-Sham gap   8.998 eV

Each line ends with the Löwdin charge.
Positions of all 14 atoms, in Å:
C  0.77  0.10  -2.52  -0.249
C  0.68  -0.08  -1.20  0.021
C  0.62  -0.39  0.09  -0.261
C  -0.30  0.74  0.25  -0.067
C  1.39  -1.20  1.15  -0.011
C  -1.87  0.75  0.28  -0.070
N  1.01  0.23  -3.65  0.150
H  0.15  1.68  0.43  0.089
H  0.97  -2.15  1.16  0.051
H  1.13  -0.68  2.12  0.101
H  2.42  -1.24  1.20  0.047
H  -2.25  0.14  1.03  0.030
H  -2.38  0.41  -0.73  0.117
H  -2.34  1.71  0.37  0.052



Which of them is the most stable, and which is the least stable? entry b and entry a, in that order.



Entry a
ORCA calculation (ωB97M-V/def2-TZVPD) on the molecule C6H7N.

Computed properties:
LUMO energy   0.828 eV
HOMO level   -8.40 eV
Kohn-Sham gap   9.230 eV

Each line ends with the Löwdin charge.
Positions of all 14 atoms, in Å:
C  -0.25  1.15  -0.42  -0.100
C  -0.40  0.50  0.98  -0.171
C  1.05  -0.05  0.73  -0.097
C  0.59  -0.14  -0.74  -0.216
C  -0.60  -1.14  -0.73  -0.134
N  -1.12  -1.99  0.63  0.221
C  -1.14  -0.74  0.53  -0.330
H  -1.19  1.28  -0.97  0.113
H  0.33  2.08  -0.42  0.112
H  -0.68  1.00  1.91  0.130
H  1.39  -0.96  1.24  0.118
H  1.78  0.76  0.88  0.116
H  1.32  -0.15  -1.55  0.127
H  -1.14  -1.37  -1.63  0.112



Entry b
ORCA calculation (ωB97M-V/def2-TZVPD) on the molecule C6H7N.

Computed properties:
LUMO energy   1.158 eV
HOMO level   -8.11 eV
Kohn-Sham gap   9.271 eV

Each line ends with the Löwdin charge.
Positions of all 14 atoms, in Å:
C  1.96  -0.03  -0.22  -0.022
C  0.48  0.03  0.02  -0.306
C  -0.75  -0.07  -0.92  -0.205
C  -1.58  0.73  0.03  -0.005
C  -1.27  -1.05  0.06  -0.056
N  -0.23  -0.72  1.07  0.017
C  -0.52  0.69  1.08  -0.157
H  2.28  0.80  -0.87  0.076
H  2.27  -0.97  -0.70  0.081
H  2.49  0.04  0.73  0.080
H  -0.85  -0.08  -1.99  0.136
H  -2.38  1.45  -0.15  0.112
H  -1.51  -2.11  -0.12  0.120
H  -0.40  1.29  1.99  0.130



Which of them is the most stable, and which is the least stable? entry a and entry b, in that order.



Entry a
ORCA calculation (ωB97M-V/def2-TZVPD) on a cluster of 2 separate species, C4H13N2O2 in total.

Computed properties:
Total charge   +1
LUMO energy   -3.325 eV
HOMO level   -13.41 eV
Kohn-Sham gap   10.088 eV

Each line ends with the Löwdin charge.
Positions of all 21 atoms, in Å:
N  0.20  2.72  -0.56  0.030
C  1.05  1.70  0.04  -0.141
C  1.12  0.51  -0.92  -0.270
N  1.08  -0.74  -0.54  -0.091
C  1.50  -1.16  0.80  0.016
C  0.73  -1.75  -1.60  0.054
O  0.85  0.75  -2.18  0.154
H  0.69  1.70  -2.30  0.134
H  0.75  3.53  -0.82  0.097
H  -0.53  3.06  0.05  0.100
H  0.67  1.36  1.01  0.128
H  2.07  2.08  0.14  0.149
H  2.32  -1.91  0.77  0.121
H  1.67  -0.27  1.40  0.086
H  0.76  -1.82  1.25  0.109
H  -0.03  -1.30  -2.21  0.096
H  1.63  -1.98  -2.18  0.119
H  0.34  -2.56  -0.98  0.107
H  -5.78  -1.02  4.21  0.023
H  -5.18  -2.30  4.62  0.034
O  -5.19  -1.68  3.89  -0.057



Entry b
ORCA calculation (ωB97M-V/def2-TZVPD) on a cluster of 2 separate species, C4H13N2O2 in total.

Computed properties:
Total charge   +1
LUMO energy   -2.989 eV
HOMO level   -13.34 eV
Kohn-Sham gap   10.350 eV

Each line ends with the Löwdin charge.
Positions of all 21 atoms, in Å:
N  -0.41  -1.46  0.47  0.156
C  1.01  -1.39  0.94  -0.125
C  1.71  -0.08  0.55  -0.152
N  1.07  0.37  -0.72  -0.098
C  0.86  1.79  -0.85  -0.181
C  -0.61  2.10  -1.23  -0.204
O  -1.37  1.18  -1.40  0.037
H  -0.51  -2.18  -0.24  0.166
H  -0.80  -0.61  0.05  0.108
H  -1.08  -1.60  1.27  0.165
H  1.05  -1.64  2.04  0.149
H  1.56  -2.20  0.45  0.124
H  2.74  -0.28  0.24  0.133
H  1.51  0.67  1.29  0.108
H  1.67  0.09  -1.51  0.139
H  1.04  2.28  0.13  0.123
H  1.57  2.29  -1.53  0.134
H  -0.90  3.15  -1.42  0.132
H  -3.24  -0.04  0.50  0.058
H  -3.82  -1.45  0.30  0.075
O  -3.06  -0.97  0.66  -0.047



Which of them is the most stable, and which is the least stable? entry a and entry b, in that order.



Entry a
ORCA calculation (ωB97M-V/def2-TZVPD) on the ion C5H16NSi with charge +1.

Computed properties:
Total charge   +1
LUMO energy   -2.659 eV
HOMO level   -14.76 eV
Kohn-Sham gap   12.104 eV

Each line ends with the Löwdin charge.
Positions of all 23 atoms, in Å:
C  -2.79  0.07  0.16  -0.111
C  -1.99  -1.11  0.04  -0.204
N  -0.56  -0.68  0.40  0.008
C  0.10  -0.20  -0.86  -0.140
C  1.62  0.59  -0.54  -0.410
C  1.25  1.92  0.11  -0.120
Si  2.70  -0.77  0.32  0.765
H  -3.84  0.13  -0.24  0.121
H  -2.85  0.41  1.32  0.153
H  -2.26  0.84  -0.40  0.072
H  -1.89  -1.32  -1.05  0.135
H  -2.33  -1.99  0.65  0.151
H  -0.63  0.18  1.00  0.153
H  0.18  -1.32  0.82  0.124
H  0.27  -1.01  -1.60  0.132
H  -0.55  0.41  -1.36  0.072
H  1.99  0.95  -1.42  0.053
H  0.54  1.75  0.95  0.071
H  0.79  2.43  -0.68  0.066
H  2.12  2.35  0.66  0.105
H  1.68  -1.74  0.45  -0.101
H  2.80  -0.30  1.70  -0.046
H  3.64  -1.60  -0.44  -0.050



Entry b
ORCA calculation (ωB97M-V/def2-TZVPD) on a cluster of 2 separate species, C5H16NSi in total.

Computed properties:
Total charge   +1
LUMO energy (alpha / beta)   -4.908 / -3.692 eV
HOMO level (alpha / beta)   -11.33 / -13.46 eV
Kohn-Sham gap (alpha / beta)   6.420 / 9.770 eV

Each line ends with the Löwdin charge.
Positions of all 23 atoms, in Å:
C  0.35  2.80  0.89  -0.160
C  1.39  -0.41  -1.60  -0.212
C  -1.73  0.12  -1.73  -0.194
C  0.38  1.52  1.59  -0.040
C  -0.53  -1.29  0.73  -0.119
N  0.13  -2.46  1.51  0.146
Si  -0.32  -0.97  -1.15  0.544
H  0.85  3.60  1.45  0.096
H  -0.62  3.10  0.61  0.067
H  1.15  2.77  0.18  0.061
H  1.63  -0.59  -2.65  0.033
H  1.58  0.73  -1.39  0.073
H  2.07  -0.96  -0.95  0.014
H  -2.61  -0.46  -1.92  0.031
H  -1.97  0.95  -1.14  0.003
H  -1.40  0.59  -2.67  0.048
H  1.35  1.01  1.67  0.048
H  -0.50  1.07  2.13  0.059
H  -1.37  -0.90  1.29  0.052
H  0.50  -3.11  0.78  0.166
H  0.94  -2.10  1.99  0.145
H  -0.56  -2.87  2.15  0.167
H  -0.70  -2.14  -1.77  -0.028



Which of them is the most stable, and which is the least stable? entry a and entry b, in that order.